[1]
13 unconnected molecules or ions with the total composition C7H35O13. Source: the OMol25 dataset; level of theory: ωB97M-V/def2-TZVPD.

Computed properties:
E_tot, eV: -34444.252
Orbital gap, eV: 9.228
Multiplicity: 1
HOMO, eV: -6.8
Total charge: -1
E_LUMO, eV: 2.4
Relative energy (zero: lowest compared OMol25 entry of this formula, charge and spin), kJ/mol: 104.7

Structure (XYZ):
```
55
Properties=species:S:1:pos:R:3:forces:R:3:nbo_charge:R:1
C 0.154502 1.011363 3.437089 1.154 0.221 -2.093 -0.06
O -0.504021 0.330238 2.371587 -1.079 -0.493 0.567 -0.77
C 1.568346 0.394745 3.741087 -2.424 1.462 -0.099 -0.43
C 2.631205 1.199133 2.994508 1.116 -2.013 0.384 -0.44
C 2.544341 0.971962 1.474829 -0.807 1.349 0.959 -0.04
C 2.661940 -0.189543 0.867460 0.555 -0.871 -1.347 -0.41
C 1.318274 2.820741 0.172883 -0.437 -0.698 -0.981 -0.41
C 2.359330 2.276743 0.783927 0.122 -0.061 0.712 -0.20
H 0.341181 2.015231 3.038405 -0.189 0.330 0.597 0.17
H -0.551292 1.062106 4.253765 0.025 -0.197 0.369 0.17
H 1.566801 0.560474 4.817708 1.014 -0.709 0.220 0.21
H 1.475922 -0.631263 3.385209 0.499 -0.174 0.590 0.23
H 3.597425 0.790845 3.318737 0.088 0.049 -0.017 0.21
H 2.650118 2.223710 3.356243 -0.316 0.262 -0.537 0.21
H 3.002870 -1.156506 1.224815 -0.349 0.256 0.954 0.21
H 2.587637 -0.244533 -0.213981 -0.167 0.500 -0.016 0.22
H 1.392085 3.785322 -0.309106 0.192 0.376 0.365 0.19
H 0.389883 2.300232 -0.127132 0.756 -0.029 0.556 0.24
H 3.221030 2.873662 1.079249 0.024 0.480 -0.557 0.19
H -2.555693 -1.516194 -3.026360 -0.037 -0.407 0.136 0.51
H -3.775503 -1.207046 -2.334373 -0.169 -0.626 0.332 0.49
O -3.382695 -1.998690 -2.743963 0.054 0.979 -0.535 -1.02
H -3.721641 -0.263240 4.063126 1.365 -1.091 -0.984 0.46
H -2.252137 -0.403551 3.512178 0.176 0.150 -0.255 0.49
O -3.093397 -0.866928 3.563814 -1.519 0.921 1.025 -0.95
H -1.017764 -1.110091 -0.131772 -0.185 -0.209 0.267 0.45
H -0.688366 -1.064340 -1.632194 -0.030 -0.151 0.403 0.52
O -0.327360 -1.338067 -0.751614 0.433 0.136 -0.231 -0.99
H 2.396801 -1.590266 -1.838026 -0.377 0.393 0.395 0.48
H 2.120329 -2.798652 -2.746597 0.407 0.423 0.390 0.49
O 2.836946 -2.281563 -2.323740 -0.158 -0.939 -0.678 -0.96
H 2.194744 -3.499384 0.614085 -0.489 -0.072 0.168 0.47
H 0.817919 -2.971954 0.986714 -0.617 0.575 -0.460 0.48
O 1.451160 -3.635949 1.224904 1.082 -0.476 0.139 -0.95
H -2.410679 0.053946 -0.669043 2.031 0.205 -0.780 0.46
H -3.595022 -0.137613 0.030436 -0.806 0.365 -0.824 0.47
O -3.316760 0.169250 -0.864036 -1.884 -0.351 1.912 -0.93
H -2.611516 4.092883 0.483329 0.923 -0.404 -0.584 0.48
H -1.211591 3.859350 -0.304318 -0.422 -0.864 0.153 0.49
O -1.787608 4.479332 0.141123 -0.515 1.161 0.467 -0.97
H -2.514971 -3.400274 -2.144966 -0.045 -0.622 0.425 0.50
H -2.809467 -4.125888 -0.843067 0.369 -0.116 -0.463 0.45
O -2.282832 -4.227280 -1.654832 -0.359 0.370 0.264 -0.98
H -0.400045 -1.069705 -3.921582 -0.126 -0.497 -0.719 0.51
H 1.012028 -1.080514 -3.944497 1.397 0.204 0.004 0.41
O 0.347963 -1.539505 -4.420541 -1.535 0.035 0.278 -0.97
H 1.902373 -0.225073 -3.094653 -0.017 1.331 0.883 0.45
H 1.165988 0.882456 -2.161929 0.213 -0.507 -0.591 0.51
O 2.019193 0.566611 -2.523999 0.042 -0.319 -0.046 -0.96
H -1.196475 0.950465 -1.848007 -0.031 1.218 -1.351 0.52
H -1.315272 2.618618 -2.117434 -0.706 -0.097 -0.985 0.47
O -0.959119 1.914319 -1.601967 0.988 -0.607 1.814 -1.06
H -2.096170 0.351960 -3.361985 1.175 -0.950 0.613 0.47
H 0.074466 0.237430 1.616697 0.506 0.071 -0.302 0.49
O -1.425412 -0.219539 -2.898195 -0.910 0.725 -0.907 -1.26
```
Forces are in eV/Å.

***

[2]
A molecular structure, C36H41AlAsNO5P2SSi. Source: the OMol25 dataset; level of theory: ωB97M-V/def2-TZVPD.

Computed properties:
E_tot, eV: -154454.563
Orbital gap, eV: 7.784
Multiplicity: 1
HOMO, eV: -7.6
Total charge: 0
E_LUMO, eV: 0.2
Relative energy (zero: lowest compared OMol25 entry of this formula, charge and spin), kJ/mol: 15.8

Structure (XYZ):
```
89
Properties=species:S:1:pos:R:3:forces:R:3:mulliken_charge:R:1
Al 0.144424 -1.123070 0.618441 0.057 -1.007 0.300 1.07
O 4.529042 -0.920455 4.437055 0.121 -0.195 -0.048 -0.58
C 3.872660 -1.311189 3.513288 0.068 0.137 0.114 0.27
C 3.928131 -0.784938 2.073325 0.182 0.136 -0.152 0.08
O 4.892823 -0.322031 1.511450 -0.125 0.162 0.047 -0.65
C 2.571135 -1.023348 1.601499 -0.511 -0.117 0.281 0.29
C 1.902816 -1.924920 2.414808 0.169 0.298 -0.331 0.53
O 0.695689 -2.253690 2.048804 -0.046 -0.179 0.516 -0.23
C 2.719707 -2.313137 3.559774 -0.056 -0.340 -0.027 0.02
O 2.574186 -3.231193 4.337486 -0.095 0.132 0.083 -0.66
O 1.887582 -0.553238 0.584204 0.430 0.399 -0.177 -0.07
C 1.782165 2.345126 -1.826389 -0.057 0.050 -0.188 -1.13
N 0.535507 1.786505 -1.292074 0.159 -0.608 0.803 0.90
P 0.162841 0.111146 -1.594913 -0.536 1.242 -0.543 -1.12
C 1.005239 -0.162206 -3.186682 0.133 -0.371 0.323 0.26
C 1.976169 -1.152274 -3.286979 -0.081 0.057 0.071 -0.30
C 2.609150 -1.376299 -4.502467 0.074 -0.014 -0.034 -0.70
C 2.287302 -0.599459 -5.603483 0.026 -0.059 0.013 -0.53
C 1.322972 0.396885 -5.501227 -0.010 0.083 0.023 -0.73
C 0.672111 0.607792 -4.299037 -0.055 -0.073 -0.046 -0.52
C -1.566014 0.153565 -2.180392 -0.033 -0.176 -0.042 0.61
C -2.383510 1.273368 -2.134707 0.166 -0.005 0.006 -0.82
C -3.700276 1.194148 -2.565155 -0.087 -0.021 -0.001 -0.58
C -4.212717 -0.011662 -3.017863 -0.013 -0.001 0.004 -0.54
C -3.401536 -1.138353 -3.061601 -0.025 -0.009 -0.047 -0.79
C -2.079966 -1.052563 -2.659649 0.033 0.067 0.070 -0.62
P -0.110028 2.268149 0.253960 0.014 0.666 -0.322 -0.95
C -0.480527 4.041746 -0.142796 -0.068 -0.201 0.014 0.79
C -1.747243 4.338558 -0.645914 -0.016 0.087 0.088 -0.12
C -2.067073 5.622363 -1.060501 -0.066 -0.035 -0.030 -0.77
C -1.130304 6.638995 -0.956819 0.015 0.032 -0.019 -0.59
C 0.117559 6.368122 -0.416420 0.032 0.000 -0.018 -0.75
C 0.438176 5.081578 -0.007813 -0.089 -0.024 -0.011 -0.40
C 1.147750 2.578453 1.558773 -0.018 -0.400 -0.195 1.63
C 2.490734 2.926143 1.439012 0.114 -0.104 0.104 -0.10
C 3.232845 3.240695 2.568256 0.087 -0.034 -0.024 -0.69
C 2.654344 3.207062 3.828781 -0.035 -0.063 -0.050 -0.67
C 1.329912 2.821523 3.960930 -0.028 0.078 0.096 -0.69
C 0.586047 2.502856 2.835019 -0.041 -0.021 -0.056 -0.77
H 1.726912 2.413594 -2.911838 0.075 0.039 0.028 0.31
H 2.657407 1.748060 -1.559413 0.009 0.007 0.054 0.36
H 1.903616 3.354517 -1.439421 -0.011 0.026 0.013 0.44
H 2.222465 -1.744086 -2.413025 0.044 -0.011 -0.026 0.37
H 3.360571 -2.150343 -4.587194 -0.006 -0.005 0.011 0.44
H 2.786511 -0.774947 -6.547451 0.005 0.028 -0.011 0.40
H 1.085628 1.016765 -6.355826 -0.034 -0.048 -0.033 0.42
H -0.099809 1.364084 -4.216143 0.008 0.019 -0.020 0.45
H -1.975369 2.202480 -1.764117 -0.043 -0.158 -0.240 0.73
H -4.336690 2.069875 -2.545041 0.035 0.041 0.041 0.48
H -5.244311 -0.074618 -3.338925 -0.005 -0.004 0.003 0.38
H -3.806720 -2.080924 -3.406205 0.043 -0.009 -0.037 0.44
H -1.433463 -1.921301 -2.715600 -0.098 -0.057 -0.013 0.37
H -2.500935 3.561870 -0.693045 -0.007 0.140 0.077 0.41
H -3.050319 5.822393 -1.467241 -0.010 0.041 0.041 0.43
H -1.374820 7.641408 -1.283565 -0.010 0.002 0.005 0.37
H 0.850240 7.158537 -0.314832 -0.013 0.014 0.016 0.44
H 1.403211 4.893377 0.439477 0.062 0.016 -0.015 0.38
H 2.986096 2.940468 0.480192 -0.041 0.009 -0.079 0.25
H 4.276535 3.503385 2.460718 0.029 -0.001 -0.003 0.42
H 3.238523 3.458787 4.703119 0.023 -0.016 0.014 0.38
H 0.876468 2.772733 4.942824 -0.018 -0.031 -0.017 0.44
H -0.451235 2.196162 2.938744 0.072 0.023 0.046 0.18
C -3.028621 0.831852 1.698221 0.290 -0.096 -0.008 -1.03
Si -2.071244 -0.818338 1.686786 -0.951 0.157 0.187 1.51
C -3.298530 -2.024206 0.839480 0.344 0.099 -0.004 -0.90
C -2.000857 -1.363913 3.520718 0.339 0.017 -0.314 -1.21
H -3.313320 1.113821 0.682046 0.049 0.059 -0.019 0.16
H -2.440477 1.647793 2.124318 -0.049 0.001 -0.073 0.25
H -3.942126 0.748210 2.291172 -0.027 -0.155 0.016 0.50
H -4.186086 -2.220574 1.445240 0.019 0.090 0.090 0.45
H -2.812306 -2.976070 0.624839 -0.057 -0.059 -0.044 -0.11
H -3.623549 -1.612142 -0.118772 0.003 0.014 -0.028 0.14
H -2.991221 -1.457156 3.970754 -0.091 0.074 -0.137 0.41
H -1.430226 -0.646389 4.116067 0.023 -0.005 0.008 0.31
H -1.490163 -2.324349 3.618252 0.021 0.008 0.026 0.17
C 0.247861 -6.313822 -0.580488 -0.060 0.039 0.123 -1.20
As 0.020388 -4.822610 0.645531 -0.041 -0.922 -0.242 1.14
C 1.454504 -5.168857 1.887232 0.057 0.279 0.031 -1.15
C -1.617894 -5.298170 1.562755 0.096 0.202 0.020 -1.15
S -0.082966 -3.184649 -0.708080 0.140 0.208 0.000 -0.44
H 0.213523 -7.254275 -0.030623 -0.009 0.019 0.023 0.44
H 1.215749 -6.217259 -1.069550 -0.013 0.049 0.011 0.39
H -0.536573 -6.299642 -1.334177 -0.005 0.060 0.023 0.37
H 1.447004 -6.242671 2.075896 -0.046 -0.003 -0.091 0.51
H 1.326261 -4.628563 2.819600 -0.056 0.097 0.025 0.26
H 2.404234 -4.883133 1.438279 -0.026 0.018 -0.046 0.38
H -1.450186 -6.269986 2.026766 0.037 0.024 0.029 0.46
H -2.426508 -5.375486 0.838802 0.052 0.054 -0.048 0.40
H -1.877020 -4.562454 2.320768 0.061 0.038 -0.007 0.27
```
Forces are in eV/Å.

***

Question: The highest E_LUMO belongs to which entry?
Answer: C7H35O13

***

Question: Number 2 is which compound?
Answer: C36H41AlAsNO5P2SSi